Record 1
DFT (wB97M-V/def2-TZVPD) results for C24H30ClN3O2 as an isolated structure in a non-equilibrium geometry.

Each line ends with the natural charge from an NBO analysis.
Atoms and positions in Å:
Cl  6.30997  1.77012  -0.48943  0.02
O  -2.10477  -1.12871  -1.69417  -0.72
O  2.97493  -2.77755  0.15944  -0.51
N  -0.23223  -0.58280  1.51130  -0.42
N  -3.68767  0.13454  -0.39029  -0.54
N  -1.96723  0.80403  2.08075  -0.51
C  -1.93032  1.08407  -2.09297  -0.09
C  0.70295  -2.12505  -0.28241  -0.52
C  -4.37564  -0.98767  0.15808  -0.24
C  3.73923  -1.87720  -0.26359  0.37
C  1.68112  -3.18115  -0.58271  -0.09
C  0.84905  3.04961  1.86396  -0.24
C  -3.89359  -1.05900  1.48632  -0.39
C  4.55154  -0.02107  -1.13818  -0.14
C  -2.30032  2.56048  -1.15421  -0.59
C  0.37445  0.51055  1.69911  0.14
C  5.47881  -0.47800  0.81473  -0.21
C  -2.55366  1.17549  -3.32617  -0.63
C  1.91767  2.49745  1.60088  -0.15
C  -0.38608  2.83565  1.97601  -0.24
C  3.49772  -0.97122  -0.96065  -0.36
C  4.65937  -1.59429  1.16416  -0.22
C  1.57367  0.94262  1.62555  -0.28
C  -2.51169  0.08126  -1.25762  0.69
C  -1.59409  -0.38303  1.77512  0.43
C  5.27424  0.44819  -0.20336  -0.15
C  0.42581  -1.93312  1.11961  -0.19
C  -2.67169  -1.53570  1.88828  -0.39
C  -0.72527  1.62249  1.61688  0.12
C  -0.39152  1.09516  -1.98183  -0.60
H  -2.53276  -2.14401  2.74602  0.24
H  -4.06182  -1.72715  -0.48669  0.24
H  -5.26357  -0.74417  0.26994  0.20
H  4.35198  0.56734  -2.12746  0.22
H  6.37708  -0.38130  1.55845  0.22
H  -2.19191  1.98672  -3.76053  0.22
H  -4.17490  -0.19670  2.23054  0.25
H  -1.63710  3.47620  -1.70876  0.19
H  -3.77600  0.91761  -0.08950  0.36
H  -2.25923  0.37378  -3.98364  0.22
H  -0.08024  1.43374  -0.95009  0.24
H  -1.23043  3.60436  2.38319  0.23
H  0.02040  1.74335  -2.70552  0.21
H  1.45438  -4.22740  -0.21851  0.22
H  -3.60669  1.34486  -3.49949  0.23
H  1.44104  -1.86133  1.80616  0.22
H  -3.25786  2.76654  -1.36422  0.18
H  -4.72294  -1.93215  1.84766  0.18
H  4.80419  -2.38852  1.78763  0.21
H  -0.25300  0.27097  -2.48452  0.22
H  -0.33792  -2.08781  -0.75477  0.29
H  -2.31950  -2.39516  0.86816  0.18
H  -0.10013  -2.72209  1.53834  0.20
H  2.95667  2.62562  1.64131  0.23
H  1.18425  4.21806  2.07133  0.17
H  1.16655  -0.99198  -0.62906  0.24
H  2.83964  -1.27797  -1.96786  0.22
H  1.91823  -3.07220  -1.77121  0.21
H  2.65578  0.35358  1.23774  0.22
H  -2.04902  2.49104  -0.20721  0.19

Output
Multiplicity: 1



Record 2
DFT (wB97M-V/def2-TZVPD) results for the molecule C24H30ClN3O4S in a non-equilibrium geometry.

Each line ends with the natural charge from an NBO analysis.
Atoms and positions in Å:
Cl  -6.14236  5.53234  3.63001  0.00
S  4.95148  -1.35186  -1.27415  2.32
O  -2.12377  1.50585  2.19450  -0.53
O  5.51763  -2.53950  -0.71296  -0.93
O  -0.81081  -1.76215  2.56926  -0.59
O  5.77294  -0.18842  -1.40424  -0.93
N  -0.14265  0.08954  1.40290  -0.63
N  4.40565  -1.66641  -2.84064  -0.86
N  2.45494  -2.01541  -3.92867  -0.47
C  1.70992  -4.08103  -5.10570  -0.41
C  3.29633  -3.80551  -2.41909  -0.52
C  1.68576  0.62632  -0.02841  -0.25
C  -1.79039  4.14742  1.19023  -0.23
C  1.32651  -2.80885  -4.34286  -0.24
C  -0.45180  4.00939  1.92095  -0.60
C  -1.80068  3.39454  -0.14296  -0.60
C  -2.94273  3.72199  2.07050  -0.05
C  -2.17672  0.19331  2.69596  -0.16
C  2.13906  -5.23151  -4.19797  -0.39
C  -5.13175  3.02342  3.71737  -0.04
C  1.05376  -0.29800  0.80818  0.26
C  3.30667  -2.46952  -3.10998  0.45
C  -0.96395  -0.61535  2.22043  0.67
C  2.83228  -1.86108  0.41239  -0.17
C  -4.97857  4.31451  3.22971  -0.05
C  1.63420  -1.54695  1.02787  -0.26
C  -4.16867  2.08720  3.36478  -0.24
C  3.42673  -4.95680  -3.42442  -0.38
C  -6.28903  2.65550  4.58880  -0.63
C  2.87786  0.30194  -0.64299  -0.17
C  -3.90594  4.65287  2.42320  -0.20
C  -3.08792  2.41396  2.55789  0.30
C  3.44131  -0.93965  -0.41598  -0.37
H  4.23580  -4.73179  -4.12220  0.20
H  2.51576  -3.83837  -5.80123  0.20
H  4.12820  -3.84230  -1.71923  0.26
H  -0.27424  2.98613  2.23752  0.20
H  -1.92837  5.21012  0.96373  0.21
H  -0.44732  4.64181  2.80583  0.22
H  -1.74049  2.32062  0.00620  0.20
H  1.33429  -5.44789  -3.48988  0.19
H  -7.22655  2.84513  4.06788  0.23
H  -4.28321  1.08207  3.73853  0.21
H  -0.96208  3.71244  -0.75888  0.21
H  0.36333  4.32225  1.27195  0.21
H  -2.72148  3.60827  -0.68102  0.22
H  1.14532  -2.25346  1.67788  0.26
H  2.35635  -3.91316  -1.86835  0.22
H  3.70186  -5.86059  -2.87651  0.21
H  3.31214  -2.81196  0.57877  0.24
H  3.39002  1.00174  -1.28346  0.24
H  -6.28780  3.26538  5.49125  0.23
H  -2.16715  0.18044  3.79416  0.21
H  4.40946  -0.81981  -3.39357  0.42
H  1.23626  1.59497  -0.19035  0.22
H  -3.07850  -0.33329  2.35419  0.21
H  -0.43990  1.03941  1.20639  0.42
H  0.84550  -4.40243  -5.69122  0.21
H  0.73663  -2.16001  -4.99729  0.20
H  -3.82045  5.66684  2.06360  0.22
H  0.70446  -3.07790  -3.47800  0.18
H  2.28441  -6.12414  -4.81176  0.21
H  -6.24756  1.60735  4.87115  0.22

Output
Multiplicity: 1



Record 3
DFT (wB97M-V/def2-TZVPD) results for C24H30EuN2P2S as an isolated structure in a non-equilibrium geometry.

Each line ends with the natural charge from an NBO analysis.
Atoms and positions in Å:
Eu  1.31412  0.78584  0.90883  1.17
S  0.56290  -0.80502  3.17353  -0.25
P  0.69762  -2.21431  0.27709  0.88
P  -1.66711  0.66545  0.12398  0.81
N  -1.92209  -0.78697  4.14874  -0.50
N  0.64839  -0.07364  -2.22543  -0.47
C  -1.78869  1.74420  5.19757  -0.10
C  1.38907  2.18711  -2.67231  -0.04
C  -0.82983  -3.20537  0.47520  -0.96
C  4.46645  -1.54726  -2.80517  -0.14
C  4.26989  -0.16543  -2.80331  -0.22
C  2.71123  1.78159  -2.08438  -0.39
C  -0.68065  1.20923  4.55040  -0.28
C  -1.30841  2.88103  -3.05229  -0.22
C  -0.74225  -0.06964  3.99085  0.09
C  -3.03017  -0.26569  4.76296  0.08
C  1.86094  -3.35843  1.12404  -0.96
C  3.01887  0.36420  -2.46778  -0.01
C  -2.97067  1.00119  5.30177  -0.29
C  -1.99658  0.80433  -1.72783  -0.70
C  -3.21501  -0.22947  0.52159  -0.93
C  -1.00541  1.66721  -2.44769  -0.02
C  0.35980  1.23979  -2.46733  0.15
C  -2.22584  2.33819  0.62983  -0.95
C  2.18290  -1.92219  -2.09853  0.04
C  3.44509  -2.41833  -2.39867  -0.22
C  1.05831  3.40114  -3.28600  -0.21
C  1.93775  -0.52598  -2.29712  0.17
C  1.07532  -2.73051  -1.48236  -0.74
C  -0.28426  3.72173  -3.51034  -0.18
H  0.12769  -2.54432  -2.01013  0.25
H  -3.21946  -1.21573  0.03916  0.25
H  5.07849  0.50885  -3.09141  0.22
H  0.25282  1.75745  4.44368  0.24
H  -4.08098  0.34696  0.16017  0.23
H  -0.54020  4.64766  -4.02492  0.23
H  -3.83496  1.40571  5.81751  0.25
H  2.82808  -0.42565  0.63507  -0.57
H  2.87564  -2.95084  1.04687  0.26
H  -1.95013  -1.74116  3.78381  0.44
H  2.62083  1.80967  -0.90392  0.15
H  -1.24987  -3.03725  1.47617  0.22
H  -1.56863  -2.90223  -0.28042  0.23
H  1.85569  4.07905  -3.60330  0.23
H  -2.34970  3.18825  -3.14497  0.22
H  -3.01765  1.18821  -1.85696  0.23
H  -3.21108  2.55489  0.18908  0.23
H  1.31287  -3.80144  -1.46479  0.23
H  -1.73202  2.74334  5.62577  0.24
H  1.81196  -4.34343  0.63621  0.22
H  1.59066  -3.44660  2.18537  0.24
H  5.42978  -1.96085  -3.09438  0.23
H  -2.29968  2.37344  1.72766  0.23
H  -0.59174  -4.27367  0.34889  0.23
H  -3.90171  -0.91018  4.81226  0.24
H  3.63953  -3.48763  -2.28942  0.22
H  3.52177  2.46819  -2.34515  0.25
H  -1.92297  -0.23671  -2.08196  0.26
H  -1.50398  3.09729  0.29709  0.24
H  -3.30273  -0.36523  1.60713  0.22

Output
Charge: +1
Multiplicity: 7



DFT total energy / a.u.: -1706.72096; -2256.17398; -2832.92329